C30H43CrOTe as an isolated structure, computed with ωB97M-V/def2-TZVPD.

## Properties
Multiplicity: 5
Charge: +1
Energy (a.u.): -2556.433566
Gap between HOMO and LUMO (spin up / spin down) (eV): 7.9 / 8.6

Each line ends with the Mulliken spin population.
Element x y z (Å)
Te  -1.4332  -1.7095  -1.3367  -0.01
Cr  -0.8890  0.5905  0.0425  3.92
O  -2.9836  0.8177  0.0842  0.02
C  3.2265  2.6257  -0.9232  0.01
C  3.4046  0.5467  1.9382  0.00
C  -2.8556  -4.1180  -0.2723  0.00
C  -1.9546  -5.8863  1.0898  0.00
C  -1.6236  -3.4745  -0.2230  0.01
C  1.6319  -3.4736  -4.6672  0.00
C  -1.6828  3.6963  1.6137  -0.02
C  -0.5554  -4.0247  0.4740  0.00
C  -2.0993  4.6340  0.4830  0.00
C  1.1869  -2.8970  -2.3736  -0.02
C  2.0311  -3.4294  -3.3376  0.00
C  -2.9407  3.0900  2.2557  0.00
C  1.0243  1.0927  1.2613  0.07
C  2.6256  0.2775  -1.5572  -0.01
C  -0.4777  -2.4723  -4.0804  0.00
C  -0.6886  2.6530  1.1177  -0.07
C  -0.9485  4.5094  2.6928  0.00
C  -0.0634  1.6799  1.9418  0.01
C  2.0723  1.6619  -1.2347  0.09
C  1.0687  1.7066  -0.0694  -0.17
C  1.5498  -0.0301  3.4462  -0.02
C  -4.1999  0.0495  -0.0650  0.02
C  -0.7266  -5.2384  1.1262  0.00
C  1.8002  -1.3300  1.3905  0.06
C  0.0261  2.6753  -0.0974  0.02
C  1.3923  2.1608  -2.5205  0.03
C  1.9423  0.0810  1.9667  0.04
C  -3.0172  -5.3276  0.3935  0.00
C  0.3840  -2.9948  -5.0382  0.00
C  -0.0635  -2.4220  -2.7541  0.02
H  0.4038  -3.5314  0.5024  0.00
H  -2.8398  5.3499  0.8460  0.00
H  1.9601  -1.3675  0.3155  -0.06
H  -3.7262  2.8982  1.5122  0.00
H  0.1045  -5.6765  1.6641  0.00
H  -2.5454  4.0844  -0.3510  0.00
H  1.1702  3.2283  -2.4861  0.00
H  3.8196  2.2961  -0.0707  0.00
H  -4.1302  -0.4977  -0.9978  0.00
H  3.2909  0.3507  -2.4208  0.00
H  -3.1345  1.5214  0.7316  -0.01
H  -2.0813  -6.8318  1.6015  0.00
H  3.0034  -3.8065  -3.0485  0.00
H  0.5272  -0.3909  3.5749  0.01
H  0.4605  1.6231  -2.7216  0.03
H  3.9852  -0.0466  2.6481  0.00
H  2.0598  1.9979  -3.3685  0.00
H  2.5109  -2.0115  1.8672  0.00
H  1.5073  -2.8623  -1.3416  0.01
H  0.7946  -1.7015  1.6008  0.05
H  3.8906  2.7015  -1.7884  0.00
H  -3.6814  -3.6940  -0.8283  0.00
H  0.0728  -3.0331  -6.0742  0.00
H  1.8191  -0.4064  -1.8247  0.02
H  -1.4556  -2.1122  -4.3727  0.00
H  2.2134  -0.7477  3.9310  0.00
H  3.8727  0.4351  0.9634  0.00
H  2.8420  3.6242  -0.7033  0.00
H  -0.1630  3.3566  -0.9104  0.01
H  2.2955  -3.8878  -5.4152  0.00
H  -2.7250  2.1799  2.8218  0.00
H  -0.3445  1.4687  2.9601  -0.03
H  3.4856  1.5948  2.2344  0.00
H  1.6528  0.9243  3.9668  0.00
H  -0.7440  3.9066  3.5801  0.00
H  3.1973  -0.1623  -0.7455  0.00
H  -1.5609  5.3618  2.9963  0.00
H  0.0035  4.8866  2.3141  0.00
H  -1.2496  5.2028  0.1020  0.00
H  -5.0431  0.7340  -0.1106  0.00
H  -4.3157  -0.6408  0.7683  0.00
H  -3.3943  3.7965  2.9518  0.00
H  -3.9726  -5.8349  0.3579  0.00

C28H25Cl2N5O3RuS3Si as an isolated structure in a non-equilibrium geometry, computed with ωB97M-V/def2-TZVPD.

## Properties
Multiplicity: 2
Charge: -1
Energy (a.u.): -4081.066580
Gap between HOMO and LUMO (spin up / spin down) (eV): 6.7 / 6.5
Relative energy (zero: lowest compared OMol25 entry of this formula, charge and spin) (kJ/mol): 86.0

Each line ends with the Mulliken spin population.
Element x y z (Å)
Ru  -0.8528  -0.1575  0.7211  0.85
Cl  -6.1956  3.0872  3.8032  0.00
Cl  -7.6050  1.0845  1.7470  0.00
S  1.7085  -3.3605  2.5805  0.00
S  -0.5465  0.9584  -1.4386  0.00
S  -0.5244  -1.3450  2.8257  0.03
Si  2.2643  1.4225  -3.6591  0.00
O  -1.4446  2.2402  4.1806  0.03
O  -4.3859  -1.8763  -0.5535  0.01
O  -0.8056  -3.7329  1.9246  0.00
N  -0.8493  -1.9573  -0.3737  -0.02
N  1.1950  -0.0718  0.0918  -0.01
N  -1.6756  1.2270  2.1122  0.02
N  0.8097  2.2541  1.5269  0.00
N  -2.8504  -0.5173  0.5346  0.01
C  0.0465  -3.8422  -1.5168  0.00
C  -5.8742  1.1440  1.9160  0.00
C  1.0974  0.4962  -1.1283  0.03
C  3.4971  0.4110  -4.6554  0.00
C  -0.9978  1.8617  3.0985  -0.02
C  -5.2613  2.0097  2.8042  0.00
C  0.6263  1.3795  -4.5501  0.00
C  1.9998  2.7470  1.2050  0.00
C  1.2610  2.6865  3.8220  0.00
C  -0.4523  -5.0866  1.6533  0.00
C  2.8863  3.2323  2.1539  0.00
C  3.4602  0.3750  -1.3269  0.00
C  0.1947  -2.7026  -0.7466  0.00
C  -5.0997  0.2969  1.1394  0.00
C  -2.3054  -3.4712  -1.4962  0.00
C  -3.0798  1.2049  2.1395  0.01
C  2.5084  3.1807  3.4904  0.00
C  2.3680  -0.3367  0.6580  0.01
C  -1.2258  -4.2304  -1.9046  0.00
C  3.5463  -0.1239  -0.0301  0.00
C  2.8831  3.1898  -3.5397  0.00
C  -3.2443  -1.5311  -0.2372  -0.02
C  -2.0818  -2.3402  -0.7301  0.02
C  0.1282  -2.8963  2.3905  0.00
C  0.4344  2.2398  2.7937  0.01
C  -3.8803  2.0366  2.9194  0.00
C  -3.7143  0.3124  1.2537  0.01
C  2.2443  0.7025  -1.9197  -0.01
H  0.9249  -4.4090  -1.7934  0.00
H  3.8339  3.2344  -3.0033  0.00
H  0.7874  1.6598  -5.5953  0.00
H  -1.3713  -5.1167  -2.5094  0.00
H  3.1799  3.5340  4.2636  0.00
H  4.5009  0.4333  -4.2273  0.00
H  4.4978  -0.3474  0.4308  0.00
H  -3.3316  -3.7069  -1.7399  0.00
H  2.1622  3.8063  -2.9980  0.00
H  0.1834  0.3827  -4.5245  0.00
H  0.8974  2.6498  4.8385  0.00
H  -5.5705  -0.3835  0.4500  0.00
H  3.8478  3.6300  1.8559  0.00
H  3.0307  3.6300  -4.5288  0.00
H  -0.0742  -5.5689  2.5550  0.00
H  3.1784  -0.6322  -4.7116  0.00
H  1.1671  -2.3864  -0.4083  0.00
H  4.3793  0.5272  -1.8850  0.00
H  2.3286  -0.7474  1.6584  0.00
H  -0.0925  2.0685  -4.1087  0.00
H  3.5635  0.7982  -5.6752  0.00
H  -3.4295  2.7096  3.6277  0.00
H  0.3148  -5.1453  0.8828  0.00
H  2.2568  2.7385  0.1499  0.00
H  -1.3721  -5.5594  1.3167  0.00

C32H60BN5O8SSi4TeV as an isolated structure in a non-equilibrium geometry, computed with ωB97M-V/def2-TZVPD.

## Properties
Multiplicity: 2
Charge: +2
Energy (a.u.): -4923.768124
Gap between HOMO and LUMO (spin up / spin down) (eV): 6.7 / 6.6
Relative energy (zero: lowest compared OMol25 entry of this formula, charge and spin) (kJ/mol): 559.2

Each line ends with the Mulliken spin population.
Element x y z (Å)
Te  0.9774  -0.4393  -1.4210  -0.05
V  -0.6076  0.5640  0.3516  1.18
S  1.3278  1.8697  0.8150  -0.05
Si  4.9170  1.3615  -0.7722  0.01
Si  2.6218  0.6686  -4.1230  0.00
Si  4.1269  -2.5622  -2.2303  0.00
Si  3.3785  -0.1988  -1.9578  0.01
O  -1.9408  -1.1710  1.9839  -0.01
O  -2.3316  -0.6168  -0.7481  0.01
O  1.3071  -1.3700  0.3565  -0.01
O  -0.9239  1.7849  -0.8521  -0.02
O  -0.3701  -2.7252  2.5993  -0.01
O  -1.5384  1.3996  1.5991  -0.03
O  -3.9273  -1.1031  -2.1852  0.00
O  -1.4883  6.1606  -2.5367  0.01
N  -2.2162  -2.6049  -1.8196  0.00
N  0.2118  -0.8422  0.9956  -0.16
N  2.5727  3.2142  2.6595  0.00
N  -0.9596  -2.8688  -1.2270  0.00
N  0.9509  1.7368  3.4292  0.00
C  4.6958  -3.2066  -0.5265  0.00
C  -1.9178  -4.0662  4.0357  0.00
C  -3.2545  -4.1720  4.3832  0.00
C  -2.0486  3.3960  0.5280  0.02
C  -1.5732  -3.0295  3.1928  0.00
C  -2.5513  4.7134  0.5763  0.01
C  4.1483  3.1167  -0.8457  0.00
C  5.5555  -2.4707  -3.4939  0.00
C  3.0229  3.6934  3.9489  0.00
C  -4.2424  -3.2907  3.9306  0.00
C  -2.3736  5.5927  -0.4500  -0.01
C  -1.2059  3.9112  -1.7151  0.00
C  1.6253  2.3144  2.4345  0.02
C  -1.3776  2.9913  -0.6696  0.01
C  -2.1898  2.4694  1.6131  0.02
C  -3.1143  2.6916  2.7840  0.00
C  -0.7326  5.8561  -3.6915  0.00
C  2.6394  -3.5648  -2.8868  0.00
C  -2.8129  -1.4065  -1.5358  0.00
C  -6.0537  -4.9951  3.9312  0.00
C  -6.6656  -2.6152  3.5699  0.00
C  -1.6742  5.2102  -1.6147  0.01
C  1.2875  -0.4507  -4.9108  0.00
C  -4.4196  -1.9196  -3.2411  0.00
C  4.1411  0.9005  -5.2562  0.00
C  1.7775  2.3526  -3.7791  0.00
C  -2.5339  -2.0990  2.7959  0.00
C  6.4812  1.1903  -1.8505  0.00
C  -5.8491  -3.3260  5.8162  0.00
C  -5.6958  -3.5481  4.3055  0.00
C  5.2654  0.8719  1.0474  0.00
C  -3.8634  -2.2057  3.1436  0.00
B  -0.6229  -1.5965  1.8513  0.04
H  6.2726  -1.7002  -3.2337  0.00
H  -3.0655  5.0564  1.4582  0.00
H  4.2028  3.5201  -1.8502  0.00
H  -6.8799  -3.4768  6.1250  0.00
H  -4.5673  -1.4768  2.7796  0.00
H  5.7890  -0.0777  1.1015  0.00
H  4.6652  3.8160  -0.1955  0.00
H  2.4379  -3.3479  -3.9297  0.00
H  4.3481  0.7707  1.6212  0.00
H  -0.5169  -3.6358  -1.7315  0.00
H  0.2693  5.5073  -3.4255  0.00
H  0.2437  1.0489  3.2049  0.00
H  -6.5607  -2.7156  2.4904  0.00
H  -1.0459  -3.1460  -0.2450  0.00
H  0.5378  -0.6970  -4.1594  0.00
H  5.5955  -2.7024  -0.1875  0.00
H  -5.1397  -1.2984  -3.7703  0.00
H  1.6947  -1.3823  -5.2839  0.00
H  3.8553  1.1699  -6.2663  0.00
H  0.7804  0.0315  -5.7407  0.00
H  -5.2211  -4.0130  6.3752  0.00
H  2.7936  -4.6354  -2.7987  0.00
H  4.9182  -4.2699  -0.5651  0.00
H  6.9312  0.2103  -1.7322  0.00
H  -1.1844  -4.7729  4.3849  0.00
H  -4.9316  -2.7996  -2.8445  0.00
H  -2.7550  6.5977  -0.3930  0.00
H  7.2394  1.9230  -1.5938  0.00
H  -5.5598  -2.3096  6.0750  0.00
H  3.5799  2.9218  4.4827  0.00
H  -2.5920  2.5114  3.7256  0.00
H  3.9243  -3.0564  0.2242  0.00
H  -2.7883  -3.3928  -2.0996  0.00
H  -0.7075  3.5463  -2.6016  0.00
H  -3.5455  3.6845  2.7959  0.00
H  -6.5162  -1.5737  3.8501  0.00
H  -5.8093  -5.1825  2.8874  0.00
H  1.1581  1.9317  4.3947  0.00
H  3.1003  3.0936  -0.5628  0.00
H  6.0935  -3.4121  -3.5418  0.00
H  5.8929  1.6080  1.5438  0.00
H  6.2457  1.3151  -2.9015  0.00
H  3.6815  4.5435  3.7891  0.00
H  -3.6199  -2.2158  -3.9234  0.00
H  4.7355  -0.0026  -5.3182  0.00
H  -7.1178  -5.1633  4.0708  0.00
H  3.0330  3.5777  1.8377  0.00
H  1.1177  2.2515  -2.9175  0.00
H  -7.6875  -2.8817  3.8315  0.00
H  -0.6574  6.7837  -4.2561  0.00
H  1.7549  -3.2935  -2.3122  0.00
H  -1.2297  5.0949  -4.2987  0.00
H  -3.5388  -4.9867  5.0288  0.00
H  1.1851  2.6932  -4.6235  0.00
H  -5.5175  -5.7151  4.5415  0.00
H  -3.9267  1.9640  2.7206  0.00
H  2.4928  3.1359  -3.5556  0.00
H  5.1933  -2.2558  -4.4934  0.00
H  2.1814  4.0194  4.5610  0.00
H  4.7865  1.6894  -4.8878  0.00

A 9-piece molecular cluster, C5H27NO10 overall in a non-equilibrium geometry, computed with ωB97M-V/def2-TZVPD.

## Properties
Energy (a.u.): -1013.824832
Gap between HOMO and LUMO (eV): 9.5
Relative energy (zero: lowest compared OMol25 entry of this formula, charge and spin) (kJ/mol): 376.7

Each line ends with the natural charge from an NBO analysis.
Element x y z (Å)
O  0.8606  -2.6325  4.1041  -0.95
O  -2.1349  -0.9297  -2.2264  -0.98
O  -2.3392  -1.0467  2.7326  -0.98
O  0.7882  0.4454  3.7543  -0.97
O  0.8392  -2.6425  0.6394  -0.95
O  -0.1025  -2.7304  -3.7088  -0.92
O  1.7970  4.1308  0.6488  -0.94
O  2.4271  -0.3739  -0.8672  -0.57
O  -1.8751  -2.2755  0.4319  -0.96
O  0.6729  1.8086  1.3551  -0.80
N  0.2646  0.7538  -2.1201  -0.66
C  0.8520  1.2547  -3.3539  -0.42
C  -0.0956  1.1624  0.3297  0.12
C  0.8388  1.3562  -0.9352  -0.18
C  -1.4390  1.8292  0.1319  -0.64
C  2.1499  0.7333  -0.4816  0.44
H  0.1414  1.7369  -4.0194  0.20
H  -0.0600  -2.8239  3.8467  0.48
H  -2.2024  1.4515  0.8001  0.22
H  1.3305  0.0266  4.4316  0.50
H  1.8005  1.7780  -3.2465  0.20
H  -3.2763  -0.8022  2.8805  0.47
H  1.1007  3.5121  0.5767  0.48
H  0.5263  -2.2577  -0.1962  0.47
H  1.2256  -2.6178  3.2127  0.47
H  1.6921  -2.2220  0.7868  0.48
H  2.7542  1.2970  0.2409  0.15
H  0.2540  -0.2452  -2.0616  0.36
H  -1.8027  -0.0611  -2.4574  0.50
H  -0.5139  -2.7713  -2.8451  0.46
H  -1.3433  2.9156  0.2430  0.22
H  0.7182  1.3338  2.2172  0.53
H  -3.0868  -0.8616  -2.3605  0.48
H  -0.1651  0.0879  0.5097  0.18
H  1.1506  0.3962  -3.9579  0.19
H  0.8272  2.4233  -1.0990  0.22
H  -1.8175  -2.2327  -0.5418  0.49
H  2.3599  3.7698  1.2976  0.46
H  -2.2177  -1.0779  1.7784  0.50
H  0.3581  -1.8817  -3.7016  0.46
H  -1.7693  1.7073  -0.8965  0.22
H  -1.6267  -3.1974  0.5888  0.49
H  0.1382  -0.2268  3.5381  0.50